# 1
Formula: C32H43N3O6
Source: the Open Molecules 2025 dataset
Level of theory: ωB97M-V/def2-TZVPD

The total charge is 0. Its lowest unoccupied orbital energy (alpha / beta) is -0.978 / -0.978 eV. The multiplicity is 3. The calculation puts the HOMO-LUMO gap (alpha / beta) at 7.55 / 8.32 eV. Its expectation value of S² is 2.0082. Its electronic energy is -1860.616071 a.u. For the maximum force, the calculation gives 2.78 eV/Å.

The geometry in XYZ format:
```
84
Properties=species:S:1:pos:R:3:forces:R:3:lowdin_spin:R:1
O -6.9808 -1.1040 -8.2985 0.0 0.2 0.7 0.000
O -0.0946 1.3011 1.4028 0.1 -0.8 -0.1 0.561
O -2.5819 -0.5124 -6.6350 -0.8 -0.1 0.3 0.000
O -3.1143 0.8940 -3.6200 -0.3 0.3 -0.2 0.000
O 2.9426 -2.5656 7.3663 0.1 -0.8 -0.1 0.561
O -2.9323 2.0364 -5.4505 -0.4 0.7 -0.4 0.000
N -2.9220 1.9728 -3.9978 0.3 -0.5 0.6 0.000
N 0.5119 1.2539 0.2506 -1.0 2.0 1.7 0.348
N 3.5689 -2.6094 6.2249 -1.0 1.9 1.6 0.347
C -6.3346 -0.8722 -7.2998 0.0 -0.1 -0.1 0.000
C -6.8518 1.5818 -6.8637 -0.2 0.3 0.0 0.000
C 5.5977 -2.4021 7.6684 -0.5 -0.1 0.5 -0.001
C -5.9664 0.5317 -6.8480 -0.2 -1.3 -0.3 0.000
C -3.7620 -0.5493 -6.3561 0.3 0.0 0.2 0.000
C -4.2275 1.9050 -5.9195 -0.1 -0.5 -0.5 0.000
C -4.6699 0.6793 -6.3809 1.0 -0.8 0.1 0.000
C 4.7699 -0.4122 6.4204 -0.5 0.3 0.0 0.014
C 3.9350 0.1479 5.2715 0.0 -0.1 0.0 0.001
C 3.1382 -2.5306 3.7716 0.3 0.0 -0.2 0.002
C 5.8500 -2.3604 5.2605 -0.1 0.1 -0.4 0.002
C -4.4796 -1.8125 -5.9231 0.2 1.3 -0.6 0.000
C -4.6576 -3.8358 -4.7133 0.9 0.1 0.4 0.000
C 0.8173 4.0062 -0.7424 0.0 -0.1 0.0 0.001
C -5.7756 -1.9616 -6.4042 -0.3 0.5 -0.4 0.000
C -6.3970 2.7990 -6.3853 -0.7 0.8 0.0 0.000
C -0.5348 3.2958 -0.7788 0.3 0.4 0.4 0.014
C 2.5596 1.5109 1.6550 -0.4 -0.2 0.6 -0.001
C 2.6613 -2.0688 5.1691 -0.4 -0.4 -2.0 0.026
C -6.5183 -3.0614 -6.0346 -0.4 -0.2 -0.1 0.000
C -0.4216 1.7682 -0.7954 -0.5 -0.5 -1.9 0.026
C -3.9020 -2.7335 -5.0829 0.2 0.0 0.0 0.000
C -1.8275 1.1754 -0.6330 0.0 -0.1 0.8 -0.001
C -5.9430 -3.9883 -5.1844 -0.4 -0.7 0.4 0.000
C 0.0446 1.2970 -2.1920 0.4 0.0 -0.1 0.002
C 1.6804 3.4729 0.3990 -0.5 0.3 0.0 0.014
C 2.7716 1.5285 -0.7560 0.0 0.1 -0.3 0.002
C 1.8253 1.9486 0.3873 1.9 -0.3 -0.8 0.026
C 1.2471 -2.6406 5.2941 -0.1 -0.1 0.7 -0.001
C 4.8914 -1.9382 6.3925 1.9 -0.3 -0.7 0.026
C -5.1129 2.9700 -5.9307 1.0 0.3 0.6 0.000
C 2.5736 -0.5405 5.2032 0.3 0.4 0.4 0.014
H -2.3115 1.5077 0.2851 0.2 -0.1 0.1 -0.001
H -4.1930 -4.5451 -4.0313 -0.4 -0.1 -0.1 0.000
H 4.3156 -0.0969 7.3657 0.0 -0.2 0.0 0.003
H 6.6065 -1.9899 7.7100 0.0 0.0 -0.2 0.000
H 0.7454 1.9832 -2.6655 0.1 -0.1 0.1 0.000
H 2.0609 1.8460 2.5646 -0.1 -0.1 -0.1 -0.001
H 3.7883 1.8656 -0.5494 -0.1 0.0 0.2 0.000
H 0.7441 -2.3146 6.2037 0.1 -0.1 0.1 -0.001
H 4.4683 0.0368 4.3224 0.0 0.0 0.0 0.000
H 5.8651 -3.4456 5.1461 -0.1 0.0 0.0 0.001
H 2.8024 0.4424 -0.8583 -0.1 0.0 0.0 0.001
H 1.2620 -3.7324 5.2809 0.0 0.0 0.0 0.000
H 0.6325 -2.3028 4.4595 0.2 0.1 -0.1 0.000
H -7.0462 3.6704 -6.3364 -0.1 -0.3 -0.1 0.000
H 3.5638 1.9359 1.6822 0.0 0.1 -0.3 0.000
H 0.6611 5.0789 -0.6101 0.0 0.0 0.0 0.001
H -2.4764 1.4818 -1.4469 0.2 0.1 -0.1 0.000
H 2.6596 0.4237 1.6976 -0.1 0.0 0.0 0.000
H -0.7919 1.2163 -2.8768 -0.1 0.0 0.1 0.000
H 1.3371 3.8921 -1.6980 0.0 0.0 0.0 0.000
H 0.5061 0.3096 -2.1416 0.0 0.0 0.0 0.002
H 5.6798 -3.4901 7.7002 -0.1 0.0 0.0 0.000
H -7.8757 1.4570 -7.2029 0.2 0.0 0.0 0.000
H -1.1134 3.6118 0.0958 0.0 -0.2 0.1 0.003
H 5.7661 0.0365 6.3993 0.1 -0.2 0.0 0.001
H 2.6688 3.9366 0.3554 0.1 -0.2 0.0 0.001
H 6.8684 -2.0423 5.4882 -0.1 0.0 0.2 0.000
H 1.9864 -0.2234 6.0716 0.0 -0.2 0.1 0.002
H 3.8570 -1.8504 3.3160 0.1 -0.1 0.1 0.000
H 1.2372 3.7927 1.3481 0.0 -0.2 0.0 0.003
H -2.8949 -2.5432 -4.7216 -0.1 -0.2 0.0 0.000
H -4.7424 3.9122 -5.5329 -0.3 0.0 -0.2 0.000
H -1.7951 0.0837 -0.6297 0.0 0.0 0.0 0.000
H -1.0981 3.6315 -1.6532 0.0 -0.2 0.0 0.001
H -7.5422 -3.1911 -6.3768 0.2 0.1 -0.1 0.000
H -6.5010 -4.8585 -4.8440 0.0 0.2 -0.2 0.000
H 3.5816 -3.5266 3.8143 0.0 0.0 0.1 0.002
H 2.0319 -0.1807 4.3247 -0.1 -0.2 0.0 0.001
H 2.5120 1.9561 -1.7211 -0.1 -0.1 0.0 0.000
H 3.7919 1.2214 5.4139 0.0 0.0 0.0 0.001
H 5.6136 -1.9174 4.2961 -0.1 -0.1 0.0 0.000
H 2.3032 -2.5865 3.0728 -0.1 0.1 0.1 0.000
H 5.0866 -2.0695 8.5712 -0.1 -0.1 -0.1 -0.001
```
Positions in Å, forces in eV/Å.

***

# 2
Formula: C32H44AsCoN3O9SSi2
Source: the Open Molecules 2025 dataset
Level of theory: ωB97M-V/def2-TZVPD

The total charge is -2. Its lowest unoccupied orbital energy (alpha / beta) is 4.228 / 4.227 eV. The multiplicity is 4. The calculation puts the HOMO-LUMO gap (alpha / beta) at 5.84 / 5.83 eV. Its expectation value of S² is 3.7559. Its electronic energy is -6683.124871 a.u. For the maximum force, the calculation gives 1.54 eV/Å.

The geometry in XYZ format:
```
93
Properties=species:S:1:pos:R:3:forces:R:3:lowdin_spin:R:1
As 1.1770 1.7786 -3.0908 -0.5 -0.1 0.1 0.006
Co 0.1561 0.6528 0.1444 -0.1 -0.2 -0.2 2.773
S -2.1702 3.3242 -2.4477 0.5 -0.8 0.1 0.000
Si 2.8003 -2.3004 -1.0473 -0.1 0.3 -0.1 0.001
Si 0.5268 -3.3302 1.0191 0.3 0.4 -0.8 0.002
O -0.8382 -0.2359 2.0963 -0.3 0.2 0.6 0.021
O 2.2972 1.1968 -4.1222 0.3 0.0 -0.1 0.006
O -3.2844 2.7086 -1.7456 0.1 0.1 0.1 0.000
O -2.5121 4.5435 -3.1321 -0.3 0.8 -0.4 0.000
O 1.0185 0.9146 -1.6598 0.1 0.0 0.2 0.044
O -0.4903 5.8012 4.2410 0.4 0.2 -0.2 0.000
O -0.9260 3.4043 -1.6790 -0.3 0.0 0.2 0.000
O -0.2157 2.3185 1.1751 0.1 -0.5 -0.4 0.039
O 1.4538 3.4877 -2.8236 0.5 -0.4 -0.1 0.001
N -1.6330 0.0877 -0.8438 -0.4 -0.6 0.1 0.024
N -1.4960 -0.6707 -1.9542 0.6 0.0 0.3 0.002
N 1.8126 0.2009 1.3577 0.3 -0.3 -0.4 0.033
C -0.4782 2.5972 2.3759 -0.4 0.3 0.3 0.005
C 3.9415 -3.8378 -0.8038 0.2 0.0 -0.7 0.000
C -1.1002 -0.6030 4.4473 -0.2 -0.1 -0.5 0.002
C -1.7941 2.1636 -3.7808 0.3 0.0 0.5 0.000
C -0.4341 0.6942 -5.0964 0.0 0.2 -0.5 0.000
C -3.3960 0.6248 0.7632 0.3 0.7 0.0 0.000
C -2.6072 -1.3383 -2.2541 -0.5 0.0 0.4 0.005
C 1.8622 -2.5365 -2.7159 -0.1 -0.9 0.2 0.000
C -1.1941 3.6177 4.9261 0.2 -0.6 -0.7 0.000
C 3.4283 -1.3898 2.1194 -0.4 0.2 0.1 0.001
C -2.8968 1.8217 -4.5543 0.0 0.4 0.3 0.000
C -1.5262 0.3763 -5.8998 0.1 -0.1 0.2 0.000
C -3.5617 -0.9448 -1.3293 -0.1 -0.6 -0.2 0.002
C 4.0281 -0.8551 -1.2850 0.1 -0.2 1.2 0.000
C 3.5416 0.8661 2.8411 -0.1 1.2 0.4 0.001
C 4.0397 -0.4308 2.8997 0.0 0.1 0.0 0.000
C 0.9138 -3.9852 2.7500 -0.7 0.2 0.5 0.000
C 2.2921 -1.0658 1.3266 0.0 -0.6 -0.2 0.003
C -0.5421 1.5929 -4.0264 -0.3 -0.1 -0.2 0.001
C 0.4713 -4.8867 -0.1023 0.2 -0.5 0.6 0.000
C -1.3159 2.2648 4.6456 0.1 0.8 0.6 0.000
C -2.7655 0.9232 -5.5830 -0.6 -0.6 -1.0 0.000
C -0.6370 4.4747 3.9416 -0.1 -0.2 -0.4 0.001
C 2.4399 1.1508 2.0549 0.4 -1.3 0.2 0.004
C 1.6877 -2.0516 0.4022 0.0 0.1 0.1 0.010
C -2.6638 -2.3514 -3.3258 0.6 0.4 -0.9 0.001
C 0.1105 6.5749 3.1907 -1.3 0.1 0.5 0.000
C -1.0168 0.2915 3.1996 1.3 -0.8 -0.1 0.003
C -0.9411 1.6954 3.4129 -0.2 1.2 -0.3 0.001
C -1.3215 -2.9503 0.9769 0.1 -0.1 0.7 0.000
C -2.8941 -0.0977 -0.4447 0.2 0.8 0.2 0.006
C -0.2941 3.9753 2.7144 0.1 -0.2 0.2 0.002
H 1.6818 -1.6017 -3.2489 -0.1 0.2 0.2 0.000
H 1.8876 -4.4628 2.7776 0.1 -0.3 0.0 0.000
H -0.5806 -0.6976 -2.3906 0.0 0.0 0.1 0.000
H 0.8870 -3.0455 -2.4902 0.7 0.4 -0.3 0.000
H 4.8402 -3.8621 -1.4627 -0.5 0.1 0.2 0.000
H -3.6343 0.6140 -6.1858 0.3 0.3 0.3 0.000
H -0.4942 6.5418 2.2972 -0.4 -0.1 -0.3 0.000
H 4.3411 -0.8581 -2.3092 0.3 0.0 -0.7 0.000
H -1.6173 -2.1871 1.6996 0.0 -0.2 -0.2 0.000
H 3.9388 1.7020 3.4319 0.1 -0.5 -0.2 0.000
H 0.5566 0.3245 -5.3319 0.0 -0.1 0.1 0.000
H 1.0651 6.2103 2.9111 1.2 -0.3 0.0 0.000
H -4.5943 -1.2797 -1.3124 0.3 0.1 0.1 0.000
H -1.5641 -2.5841 -0.0153 -0.2 0.0 -0.2 0.000
H 4.8914 -0.6413 3.5519 -0.2 -0.1 -0.3 0.000
H -2.4219 -1.8573 -4.2738 0.0 -0.2 0.0 0.000
H 3.3658 -4.7617 -0.9874 0.3 0.2 0.2 0.000
H 3.7648 -2.4177 2.0855 0.1 0.1 0.1 0.000
H -3.4509 -0.0093 1.6543 -0.1 0.0 -0.2 0.000
H -4.3420 1.1377 0.5740 -0.1 -0.4 -0.1 0.000
H -2.7055 1.4518 0.9666 0.0 -0.3 0.1 0.000
H 2.0104 2.1180 1.9656 -0.1 0.8 0.1 0.000
H -1.8638 -3.8832 1.1907 -0.1 0.1 -0.2 0.000
H -0.3453 -0.3793 5.2093 -0.1 0.2 -0.3 0.000
H -3.6428 -2.7853 -3.4357 -0.4 -0.2 0.2 0.000
H -0.0759 -4.6662 -1.0113 -0.1 0.1 -0.3 0.000
H -1.9217 -3.1420 -3.1858 -0.1 0.0 0.1 0.000
H -1.7247 1.6371 5.4478 0.2 0.2 -0.4 0.000
H 1.4394 -5.3225 -0.3843 -0.2 0.1 0.1 0.000
H 4.9364 -0.9550 -0.6360 -0.7 0.0 -0.4 0.000
H 0.6887 3.7657 -2.2958 -0.5 0.2 0.2 0.000
H 0.1075 -4.6925 3.0043 0.4 -0.2 -0.1 0.000
H -0.9938 -1.6365 4.1427 0.0 -0.2 -0.1 0.000
H 0.1392 7.6067 3.5076 0.2 0.1 0.4 0.000
H -0.1199 -5.6701 0.4289 0.4 0.4 -0.3 0.000
H -1.4937 4.0157 5.8658 -0.2 0.3 0.6 0.000
H 2.4287 -3.1810 -3.4266 -0.3 0.2 0.4 0.000
H 4.3089 -3.8120 0.2266 -0.1 -0.2 0.0 0.000
H 0.1400 4.5616 1.9116 -0.2 -0.1 0.2 0.000
H -1.4326 -0.2826 -6.7758 0.1 0.2 0.5 0.000
H -3.8268 2.3279 -4.3083 0.0 -0.3 -0.1 0.000
H -2.0800 -0.4845 4.8904 -0.3 0.0 0.3 0.000
H 0.8797 -3.2457 3.5632 0.1 0.1 -0.3 0.000
H 3.5748 0.1266 -1.1109 -0.1 -0.2 0.0 0.000
```
Positions in Å, forces in eV/Å.

***

# 3
Formula: C32H44Br2N6OPPbSSe2Te2
Source: the Open Molecules 2025 dataset
Level of theory: ωB97M-V/def2-TZVPD

The total charge is +1. Its lowest unoccupied orbital energy is -3.477 eV. The calculation puts the HOMO-LUMO gap at 5.95 eV. Its electronic energy is -13068.660439 a.u. For the maximum force, the calculation gives 0.93 eV/Å.

The geometry in XYZ format:
```
92
Properties=species:S:1:pos:R:3:forces:R:3:lowdin_charge:R:1
Pb -1.1527 -0.0904 -1.0193 -0.6 0.3 -0.5 1.068
Te -1.7620 -2.0804 -5.5437 0.5 0.3 -0.2 0.244
Te -1.5358 0.5217 -6.2132 -0.2 0.0 -0.1 0.306
Br -6.5762 3.4591 -3.2880 -0.1 0.0 0.0 0.770
Br 1.0566 6.9366 -1.9626 0.0 0.1 0.0 0.808
Se -2.0056 -1.8844 -3.0878 -0.2 -0.3 0.9 -0.182
Se 0.8946 0.7461 -5.6816 0.2 0.0 -0.2 0.402
S -3.1278 -1.8914 -0.0507 0.2 -0.1 0.1 0.654
P 1.7381 -0.7726 0.4499 -0.1 -0.2 0.0 0.936
O 1.8398 -0.2094 -1.9623 -0.3 0.2 0.0 -0.231
N -2.3786 0.7196 1.5461 0.0 0.0 0.1 0.083
N -2.2068 -1.4085 2.5511 0.0 0.0 0.0 0.036
N 0.7681 0.1960 -3.8818 -0.2 -0.1 -0.3 -0.465
N 0.2264 -0.2616 0.4690 0.4 -0.2 0.0 -0.359
N -2.3728 -3.4882 1.9555 0.0 -0.1 -0.1 -0.123
N -0.0831 2.4735 -1.3386 0.1 0.0 -0.2 0.015
C 0.3616 4.6473 -0.4367 0.0 0.0 0.0 -0.086
C 1.8180 -1.1533 3.2034 0.0 0.0 0.0 -0.083
C -2.5900 2.0338 1.6547 0.0 0.0 0.0 -0.129
C -2.3860 0.0042 2.6550 0.0 0.0 0.0 -0.248
C 2.7718 0.0238 -0.9114 0.2 0.1 0.0 -0.557
C -1.9211 -3.4799 3.2555 0.0 0.1 0.1 -0.028
C 2.9835 1.5174 -0.6891 0.1 0.0 0.1 -0.037
C 0.1824 2.9551 -2.5551 0.1 0.2 0.0 -0.151
C 3.1709 -3.2826 0.7393 0.0 0.0 0.0 -0.066
C -2.7847 1.8785 -2.8445 -0.1 0.2 0.0 -0.162
C 0.5370 4.2726 -2.7948 0.0 0.0 0.1 -0.071
C 4.1267 -0.6180 -1.2097 0.0 0.0 0.0 -0.025
C -2.5443 -2.2295 1.5065 -0.1 0.2 0.0 -0.669
C -5.2007 1.7589 -1.4816 0.0 0.0 -0.1 -0.106
C -5.0814 2.5140 -2.6376 0.0 -0.1 0.1 -0.689
C 0.0294 3.3111 -0.3077 -0.1 -0.1 0.0 -0.154
C 2.4220 -0.2566 2.1123 -0.2 0.0 0.0 -0.593
C -2.7633 2.6862 2.8591 0.0 0.0 0.0 -0.032
C -3.8827 2.5751 -3.3285 0.0 0.0 0.0 -0.113
C 1.9224 1.1682 2.4138 0.0 0.0 0.0 -0.087
C 0.6104 5.1321 -1.7115 0.0 -0.1 0.0 -0.684
C -2.7553 1.9231 4.0167 0.0 0.0 0.0 -0.035
C -2.8970 1.1473 -1.6810 0.3 -0.3 0.3 -0.354
C -1.8151 -2.1949 3.6323 0.1 -0.1 -0.1 -0.041
C 1.6879 -3.0256 -1.2628 0.0 0.0 0.0 -0.073
C -2.5832 0.5561 3.9185 0.0 0.0 0.0 0.011
C -4.0993 1.0595 -1.0042 -0.1 0.1 -0.1 -0.170
C 3.9500 -0.2926 2.2017 0.0 0.0 0.0 -0.064
C 0.6888 -3.2770 0.9450 0.0 0.0 0.0 -0.094
C 2.0714 0.2615 -3.2691 0.3 -0.4 -0.1 -0.373
C -2.5777 -4.6729 1.1345 0.0 0.0 0.0 -0.022
C 1.8789 -2.6426 0.2130 0.0 0.1 0.1 -0.579
H -2.6284 2.5800 0.7203 0.0 0.0 0.0 0.105
H -0.1250 2.8793 0.6748 -0.1 0.0 0.0 0.098
H 2.4843 -2.6942 -1.9196 0.1 0.0 0.0 0.069
H 4.3808 -1.2364 1.8783 0.0 -0.1 0.0 0.066
H -1.7033 -4.3852 3.7913 0.0 0.0 0.0 0.135
H 3.4029 1.9705 -1.5881 0.0 0.0 0.0 0.095
H 4.0605 -1.6748 -1.4341 0.0 -0.1 0.0 0.062
H 0.6771 -4.3441 0.7121 0.0 0.0 0.0 0.098
H -2.0608 -4.5461 0.1837 0.0 0.0 0.0 0.082
H -1.4513 -1.7777 4.5505 0.0 0.0 0.0 0.123
H -2.1779 -5.5296 1.6701 0.0 0.0 0.0 0.099
H 2.3172 1.9141 1.7288 0.0 0.0 0.0 0.061
H 4.4118 0.5081 1.6275 0.0 0.0 0.0 0.069
H 2.4405 1.2909 -3.3225 -0.1 0.0 0.2 0.108
H 0.4327 5.2871 0.4308 0.0 0.0 0.0 0.109
H 0.7518 -2.6411 -1.6630 -0.1 0.0 0.0 0.037
H -1.8600 1.9270 -3.3936 0.0 -0.1 -0.1 0.034
H 2.2491 1.4349 3.4210 0.0 0.0 0.0 0.094
H 0.7363 -3.1710 2.0254 0.0 0.0 0.0 0.062
H 4.0651 -2.9365 0.2274 0.0 0.0 0.0 0.070
H -0.2418 -2.8364 0.5952 0.0 0.0 0.0 0.042
H -2.9087 2.3793 4.9851 0.0 0.0 0.0 0.119
H 0.7486 4.6110 -3.7983 0.0 0.0 0.0 0.113
H 2.0569 2.0196 -0.4429 0.0 0.0 0.0 0.048
H -3.8058 3.1509 -4.2406 0.0 0.0 0.0 0.106
H 4.2356 -0.1436 3.2452 0.0 0.0 0.0 0.097
H 1.6456 -4.1157 -1.3149 0.0 0.0 0.0 0.098
H -2.6406 -0.0612 4.8008 0.0 0.0 0.0 0.110
H 0.4843 -0.7839 -3.9291 0.0 0.0 0.1 -0.043
H 3.7045 1.6864 0.1079 0.0 0.0 0.0 0.077
H 2.8062 -0.4009 -3.7503 0.0 0.1 -0.1 0.130
H 3.3135 -3.1351 1.8071 0.0 0.0 0.0 0.064
H 4.8165 -0.4840 -0.3791 0.0 0.0 0.0 0.081
H 0.8342 1.2087 2.3748 0.0 0.0 0.0 0.059
H 2.0564 -0.7122 4.1736 0.0 0.0 0.0 0.094
H 4.5651 -0.1184 -2.0762 0.0 0.0 0.0 0.098
H 0.1236 2.2496 -3.3748 0.0 0.0 0.0 0.050
H 0.7330 -1.2019 3.1087 0.0 0.0 0.0 0.056
H 3.1018 -4.3599 0.5718 0.0 0.0 0.0 0.096
H -4.2041 0.4495 -0.1225 0.0 0.0 0.0 0.039
H 2.2177 -2.1639 3.1988 0.0 0.0 0.0 0.068
H -6.1467 1.7035 -0.9618 0.0 0.0 0.0 0.107
H -3.6377 -4.8180 0.9383 0.0 0.0 0.0 0.099
H -2.9156 3.7552 2.8843 0.0 0.0 0.0 0.115
```
Positions in Å, forces in eV/Å.

***

Question: What is the formula in the third record?
Answer: C32H44Br2N6OPPbSSe2Te2